(1)
Density functional theory data (the ωB97M-V functional and the def2-TZVPD basis) for the molecule C13H10.

Results
Structure (SMILES) ... CC#Cc1ccc2ccccc2c1
F_max ... 14.98 eV/Å
LUMO energy ... 0.53 eV
Orbital gap ... 8.7 eV
Spin multiplicity ... 1
Calculated total energy ... -501.25043 a.u.

```
23
Properties=species:S:1:pos:R:3:forces:R:3:nbo_charge:R:1
C -5.0361 -0.4744 0.0305 -0.404 1.824 -1.855 -0.685
C -3.6224 -0.2726 -0.0458 -13.685 -3.018 1.349 0.047
C -2.5577 -0.0127 -0.0842 14.668 3.028 0.421 -0.059
C -1.1553 0.2085 0.1146 0.581 0.299 -0.989 -0.062
C -0.6659 1.5932 0.1449 1.036 -3.446 -0.077 -0.223
C 0.6275 1.8217 0.0610 3.129 -1.116 -0.156 -0.143
C 1.6303 0.7684 -0.0384 -2.373 -0.180 0.876 -0.071
C 2.9654 1.0463 -0.1181 1.303 -2.224 0.365 -0.180
C 3.9242 0.0459 0.0125 -0.630 0.120 -1.222 -0.215
C 3.5096 -1.2764 0.0788 -0.134 -0.381 0.727 -0.204
C 2.1590 -1.5574 -0.0091 0.591 -1.446 0.635 -0.196
C 1.1868 -0.5835 0.0500 -1.874 0.556 -0.691 -0.036
C -0.2807 -0.8729 0.0678 0.972 2.765 -0.203 -0.165
H -5.5350 -0.6905 0.9514 0.110 0.143 0.636 0.238
H -5.2323 -1.2131 -0.6775 -0.769 -1.837 -0.911 0.231
H -5.4416 0.4085 -0.5272 -0.292 -0.381 1.055 0.235
H -1.0638 2.5180 0.1900 -3.319 2.167 0.301 0.225
H 0.9944 2.8278 0.1288 0.160 0.420 -0.169 0.198
H 3.2607 2.0114 -0.2724 0.771 2.511 -0.306 0.203
H 4.9563 0.1777 -0.2529 0.450 0.644 0.622 0.214
H 4.2521 -2.0473 0.3460 -0.525 0.209 -0.791 0.216
H 1.8534 -2.5912 -0.0528 -0.110 -0.233 0.190 0.208
H -0.7290 -1.8356 -0.0979 0.344 -0.423 0.193 0.224
```
Positions in Å, forces in eV/Å.


(2)
Density functional theory data (the ωB97M-V functional and the def2-TZVPD basis) for a structure of composition C36H37FeNP4S2.

Results
<S²> ... 8.784
Charge ... +1
F_max ... 1.63 eV/Å
LUMO energy (alpha / beta) ... -1.77 / -3.89 eV
Orbital gap (alpha / beta) ... 8.2 / 6.9 eV
Spin multiplicity ... 6
Calculated total energy ... -4874.12030 a.u.

```
81
Properties=species:S:1:pos:R:3:forces:R:3:lowdin_spin:R:1
Fe -0.8541 1.0676 0.3285 1.234 -1.005 -0.375 3.678
S 1.4228 1.3102 1.8213 -0.091 -0.139 -0.208 0.209
P 1.1090 -0.6548 1.5630 0.234 -0.285 0.385 0.069
C 0.0340 -0.8774 0.2106 0.365 0.787 0.091 0.512
P 0.6496 -0.8208 -1.4250 -0.294 -0.100 -0.439 0.071
S -0.0352 0.8808 -2.2389 0.063 0.115 0.180 0.164
C 2.4442 -0.8880 -1.6458 -0.176 -0.057 0.076 0.005
C 3.1668 0.3007 -1.6856 0.030 -0.050 -0.013 0.002
C 4.5404 0.2613 -1.8610 0.044 0.035 0.033 0.000
C 5.1877 -0.9587 -1.9933 0.024 -0.001 0.018 0.001
C 4.4669 -2.1437 -1.9418 0.037 -0.098 0.021 0.000
C 3.0930 -2.1146 -1.7677 0.017 0.090 0.033 0.002
C -0.0241 -2.2346 -2.3296 0.083 0.026 0.224 0.014
C 0.2793 -2.3876 -3.6803 -0.021 -0.005 0.033 0.003
C -0.2679 -3.4438 -4.3887 0.038 0.035 -0.059 0.001
C -1.1159 -4.3433 -3.7539 -0.031 -0.033 0.037 0.001
C -1.4184 -4.1899 -2.4095 -0.032 -0.038 -0.005 0.001
C -0.8719 -3.1342 -1.6934 0.065 0.011 -0.051 0.013
C 2.6777 -1.5635 1.5848 -0.187 -0.009 -0.060 0.004
C 2.6191 -2.9568 1.6086 0.026 0.077 0.007 0.003
C 3.7894 -3.6918 1.6788 -0.055 -0.090 -0.028 0.000
C 5.0140 -3.0386 1.7218 0.067 0.027 -0.013 0.001
C 5.0706 -1.6535 1.6924 0.037 0.016 -0.009 0.000
C 3.9015 -0.9089 1.6252 -0.051 -0.063 -0.021 0.004
C 0.2164 -1.3446 2.9875 0.054 -0.048 -0.110 0.006
C 0.5439 -0.9303 4.2746 -0.063 -0.025 -0.065 0.002
C -0.1524 -1.4430 5.3582 0.050 0.051 0.059 0.000
C -1.1650 -2.3735 5.1601 -0.040 -0.036 0.005 0.000
C -1.4746 -2.8065 3.8772 -0.045 -0.018 -0.012 0.001
C -0.7836 -2.2918 2.7898 0.083 0.035 0.054 0.010
H 2.6446 1.2451 -1.6023 0.021 0.000 0.004 0.000
H 5.1072 1.1826 -1.9015 -0.012 -0.005 -0.007 0.000
H 6.2597 -0.9875 -2.1408 -0.007 -0.001 0.003 0.000
H 4.9779 -3.0926 -2.0432 -0.014 0.006 -0.001 0.000
H 2.5226 -3.0348 -1.7381 0.038 -0.027 -0.006 0.000
H 0.9383 -1.6775 -4.1664 -0.012 -0.020 -0.042 0.001
H -0.0365 -3.5678 -5.4385 0.007 0.005 0.010 0.000
H -1.5413 -5.1684 -4.3100 0.005 0.010 -0.008 0.000
H -2.0790 -4.8927 -1.9180 0.010 0.001 -0.006 0.000
H -1.0972 -3.0007 -0.6425 -0.032 -0.008 -0.004 0.010
H 1.6552 -3.4545 1.5876 0.048 -0.062 0.005 0.001
H 3.7511 -4.7732 1.7093 -0.013 0.011 -0.009 0.000
H 5.9288 -3.6142 1.7821 -0.008 0.004 0.004 0.000
H 6.0270 -1.1480 1.7279 -0.005 -0.010 -0.005 0.000
H 3.9307 0.1725 1.6116 0.022 0.016 -0.013 0.003
H 1.3266 -0.1950 4.4173 -0.011 0.011 0.034 0.002
H 0.0965 -1.1205 6.3609 -0.002 0.002 -0.008 0.000
H -1.7048 -2.7742 6.0088 0.013 0.005 0.002 0.000
H -2.2526 -3.5443 3.7244 0.017 0.003 0.010 0.000
H -1.0228 -2.6078 1.7819 -0.056 -0.003 -0.001 0.009
C -4.5099 0.9452 0.3718 0.238 0.006 -0.018 0.011
P -3.0236 1.3403 -0.6297 -1.067 0.293 -0.515 0.047
C -3.4905 0.6669 -2.2638 0.123 -0.048 0.191 0.009
C -3.2023 3.1459 -0.9197 0.111 -0.048 0.036 0.003
C -4.4070 3.6559 -1.4042 0.037 0.020 -0.016 0.001
C -4.5441 5.0042 -1.6826 -0.056 -0.045 -0.004 0.000
C -3.4724 5.8638 -1.4860 0.023 0.069 -0.006 0.000
C -2.2762 5.3726 -0.9951 -0.017 -0.028 -0.003 0.001
C -2.1276 4.0176 -0.6999 0.031 -0.054 -0.001 0.002
P -0.5658 3.3926 0.0302 -0.265 1.086 -0.060 0.041
C 0.7478 4.1164 -1.0057 -0.063 -0.223 0.111 0.010
C -0.4408 4.3887 1.5589 0.005 -0.168 -0.100 0.007
H -5.4216 1.1111 -0.1988 -0.033 0.026 0.019 0.002
H -4.5177 1.5704 1.2633 -0.056 -0.017 0.021 0.000
H -4.4650 -0.1027 0.6718 -0.030 0.002 -0.004 0.000
H -4.4780 1.0272 -2.5489 -0.025 -0.032 -0.009 0.002
H -3.4922 -0.4233 -2.2225 0.008 -0.001 -0.013 0.000
H -2.7526 0.9839 -2.9960 -0.005 -0.033 -0.038 0.001
H -5.2492 2.9957 -1.5706 -0.006 0.002 -0.014 0.000
H -5.4858 5.3832 -2.0573 0.010 0.010 -0.001 0.000
H -3.5731 6.9171 -1.7125 0.003 -0.006 0.007 0.000
H -1.4486 6.0536 -0.8368 -0.011 0.015 -0.004 0.000
H 0.7147 5.2046 -0.9857 -0.006 0.013 -0.006 0.002
H 0.6449 3.7533 -2.0261 0.041 0.012 -0.013 0.000
H 1.7040 3.7773 -0.6037 0.025 0.020 -0.043 0.000
H -0.5536 5.4488 1.3368 0.022 0.029 0.035 0.001
H 0.5338 4.2082 2.0127 -0.010 0.025 0.038 0.000
H -1.2172 4.0799 2.2583 0.010 0.023 0.021 0.000
N -2.4228 0.4999 3.0497 -0.067 0.206 0.250 0.011
C -1.7830 0.9660 2.2107 -0.561 -0.300 0.385 0.044
H -2.9200 0.0631 3.8031 0.120 0.003 0.006 0.000
```
Positions in Å, forces in eV/Å.


Question: Among the records above, which one has the lowest F_max?
Answer: C36H37FeNP4S2